Entry 1:
The following is a DFT calculation (ωB97M-V/def2-TZVPD) of C12H10InN2O16S3 as an isolated structure at a distorted geometry.

XYZ file:
```
44
Properties=species:S:1:pos:R:3
In -2.28 -2.05 -0.76
S -2.75 1.46 -1.08
S -3.38 -0.61 2.28
S -4.00 -4.57 0.65
O -5.47 -4.68 0.78
O 0.44 -1.46 0.46
O -3.96 -1.29 3.43
O -3.32 -5.76 1.20
O 0.74 -1.08 -4.73
O -2.88 2.17 -2.35
O -0.13 -1.17 -2.75
O -3.90 0.46 -0.92
O -3.60 -4.38 -0.78
O -1.49 0.67 -1.05
O -4.25 -0.88 1.05
O -3.53 -3.34 1.40
O -2.03 -1.06 1.95
O -2.83 2.38 0.07
O 1.86 -2.03 1.97
O -3.48 0.84 2.45
N 0.71 -0.83 -3.53
N 1.15 -1.21 1.41
C 1.56 0.56 -1.71
C 0.28 1.05 1.57
C 3.99 0.89 -3.06
C 2.66 1.94 2.71
C 1.77 0.01 -2.96
C 1.31 0.18 1.83
C 2.50 0.60 2.39
C 2.97 0.12 -3.62
C 1.63 2.83 2.44
C 3.74 1.58 -1.87
C 2.55 1.39 -1.17
C 0.41 2.38 1.96
H 3.14 -0.42 -4.55
H -0.65 0.72 1.13
H 2.37 1.83 -0.20
H 3.29 -0.11 2.58
H 1.68 3.87 2.75
H 0.56 0.51 -1.27
H 4.91 1.00 -3.61
H 4.52 2.17 -1.41
H -0.41 3.06 1.81
H 3.61 2.25 3.13
```

Calculated values
HOMO: 0.5 eV
Net charge: -3
Frontier orbital gap: 3.885 eV
Multiplicity: 1
ΔE to the lowest compared entry with this formula, charge and spin: 0.000 eV
Strongest force on any atom: 1.2 eV/A

Entry 2:
The following is a DFT calculation (ωB97M-V/def2-TZVPD) of a single C9H8ClPS molecule at a distorted geometry.

XYZ file:
```
20
Properties=species:S:1:pos:R:3
Cl 1.67 -1.79 -1.78
S -3.46 -0.75 0.00
P 1.91 -0.18 -0.61
C -1.91 0.22 0.22
C -1.71 1.03 1.32
C -2.90 -1.50 -1.46
C 1.53 -1.08 1.03
C -1.15 0.04 -0.92
C 0.38 1.79 0.15
C -0.51 1.80 1.17
C 0.22 0.79 -0.93
C -1.70 -0.93 -1.81
H 1.26 2.41 0.08
H 0.48 1.19 -1.97
H 2.28 -1.73 1.27
H -2.29 1.04 2.15
H -0.36 2.57 1.89
H 0.48 -1.53 0.91
H 1.52 -0.29 1.75
H -1.06 -1.39 -2.56
```

Calculated values
HOMO (spin up / spin down): -8.0 / -8.0 eV
Frontier orbital gap (spin up / spin down): 6.131 / 6.132 eV
Multiplicity: 1
ΔE to the lowest compared entry with this formula, charge and spin: 0.000 eV
Strongest force on any atom: 5.9 eV/A

Entry 3:
The following is a DFT calculation (ωB97M-V/def2-TZVPD) of a single C6H10O molecule.

XYZ file:
```
17
Properties=species:S:1:pos:R:3
O 2.62 0.09 0.03
C -2.08 0.30 -0.11
C 0.32 0.06 -1.17
C 1.25 -0.06 0.03
C -0.62 -0.15 0.05
C 0.31 0.82 0.85
C 0.40 -1.25 0.59
H 0.40 -2.24 0.13
H -2.00 1.39 -0.25
H 0.08 1.85 0.59
H -2.71 0.13 0.76
H 0.57 -1.34 1.68
H 0.24 1.06 -1.61
H 0.40 -0.71 -1.94
H 0.45 0.70 1.93
H -2.61 -0.05 -1.01
H 2.99 -0.58 -0.56
```

Calculated values
HOMO: -9.9 eV
Frontier orbital gap: 10.746 eV
Multiplicity: 1
ΔE to the lowest compared entry with this formula, charge and spin: 2.177 eV
Strongest force on any atom: 0.8 eV/A

Entry 4:
The following is a DFT calculation (ωB97M-V/def2-TZVPD) of a 2-piece molecular cluster, CH4N2OS overall at a distorted geometry.

XYZ file:
```
9
Properties=species:S:1:pos:R:3
S 2.86 0.27 -0.14
O 4.32 0.03 -0.20
N -0.68 -1.02 -0.60
N -0.27 -0.09 0.15
C 2.05 -0.74 0.82
H 0.16 0.79 -0.16
H -0.83 -1.83 -0.06
H -0.26 -1.24 -1.58
H 2.37 -1.65 1.43
```

Calculated values
HOMO (spin up / spin down): -9.2 / -8.3 eV
Frontier orbital gap (spin up / spin down): 9.173 / 7.341 eV
Multiplicity: 1
ΔE to the lowest compared entry with this formula, charge and spin: 6.504 eV
Strongest force on any atom: 4.7 eV/A

Entry 5:
The following is a DFT calculation (ωB97M-V/def2-TZVPD) of a single C2H2IN molecule at a distorted geometry.

XYZ file:
```
6
Properties=species:S:1:pos:R:3
I -2.65 0.37 -0.30
N 1.37 -1.72 -0.39
C -0.04 0.39 0.13
C 0.90 -0.68 -0.28
H 0.39 0.14 1.06
H 0.03 1.50 -0.23
```

Calculated values
HOMO (spin up / spin down): -10.2 / -10.2 eV
Structure (SMILES): N#CCI
Frontier orbital gap (spin up / spin down): 7.717 / 7.715 eV
Multiplicity: 1
ΔE to the lowest compared entry with this formula, charge and spin: 2.059 eV
Strongest force on any atom: 3.7 eV/A

Entry 6:
The following is a DFT calculation (ωB97M-V/def2-TZVPD) of a single C4H2IN molecule at a distorted geometry.

XYZ file:
```
8
Properties=species:S:1:pos:R:3
I 2.75 1.22 1.50
N 0.20 1.54 0.14
C -0.79 1.27 -0.74
C 0.90 0.83 0.83
C -0.70 -1.24 -0.34
C -1.02 -0.04 -0.89
H -1.42 -1.79 0.28
H 0.07 -1.79 -0.77
```

Calculated values
HOMO (spin up / spin down): -8.5 / -9.1 eV
Frontier orbital gap (spin up / spin down): 7.269 / 7.704 eV
Multiplicity: 1
ΔE to the lowest compared entry with this formula, charge and spin: 3.660 eV
Strongest force on any atom: 3.3 eV/A

Entry 7:
The following is a DFT calculation (ωB97M-V/def2-TZVPD) of a 6-piece molecular cluster, C32H56BrF14INO7PS overall at a distorted geometry.

XYZ file:
```
114
Properties=species:S:1:pos:R:3
I -1.80 -2.90 0.62
Br 1.25 1.34 -5.70
S 4.74 -4.70 2.15
P 0.87 1.13 -3.44
F 7.10 -3.90 1.28
F 5.43 -4.32 -2.73
F 2.76 -3.89 -3.16
F 2.46 -2.93 -1.14
F 3.74 -5.00 3.44
F 6.68 -3.08 -1.06
F 3.40 -4.28 1.28
F 6.33 -5.72 0.24
F 4.00 -5.34 -1.32
F 4.98 -3.19 2.76
F 3.55 2.62 -0.89
F 6.05 -5.20 3.09
F 4.57 -6.32 1.70
F 4.94 -2.25 0.05
O 2.27 -0.06 -1.29
O -0.41 0.00 -3.22
O -1.19 1.76 3.19
O -0.55 4.43 -5.98
O -1.43 -6.02 2.51
O -3.27 -2.63 -2.55
O -2.13 6.84 5.25
N 1.85 3.19 0.61
C -1.45 5.47 -7.91
C 0.11 -7.79 2.83
C -2.00 7.64 6.44
C -0.17 6.18 -7.53
C 2.77 -0.95 -3.48
C -2.46 2.24 5.13
C 4.58 -4.10 -1.60
C -0.69 -1.12 -0.06
C -5.23 -3.44 -3.61
C 2.40 0.38 -2.63
C -3.49 6.93 4.79
C -4.24 -4.57 -3.51
C -1.95 3.55 4.55
C 5.47 -3.47 -0.43
C 2.72 2.06 0.11
C -4.29 7.59 5.90
C -0.17 -5.63 1.95
C 0.02 5.74 -6.10
C -1.26 -7.26 3.21
C -2.31 1.30 3.96
C 3.42 -3.13 -2.15
C -1.31 4.16 -7.16
C -4.69 -2.45 -2.59
C 1.74 0.90 -0.37
C -2.94 -3.83 -3.26
C 0.88 -6.52 2.58
C -0.17 -0.22 1.15
C -0.83 3.07 3.66
C 3.96 -1.80 -2.83
C -3.25 8.48 6.54
C 1.39 0.05 0.97
C 5.92 -4.47 0.73
H -2.28 3.73 -6.88
H -6.27 -3.73 -3.41
H -5.09 -2.67 -1.59
H -3.14 9.40 5.96
H -2.46 -3.55 -4.20
H -1.34 -0.54 -0.77
H -2.74 4.02 3.95
H -2.31 6.03 -7.53
H -0.69 0.78 1.27
H -3.49 7.54 3.88
H -5.16 8.12 5.53
H 1.76 -6.65 1.94
H 1.07 5.72 -5.80
H -4.62 6.83 6.61
H -3.50 8.76 7.57
H -0.22 -5.78 0.87
H 3.37 1.78 1.01
H -2.23 -4.42 -2.68
H -1.09 8.25 6.37
H 0.00 -4.57 2.15
H -1.13 0.37 -3.78
H -1.90 6.96 7.29
H -4.21 -5.21 -4.39
H 3.00 -0.72 -4.58
H -2.13 0.27 4.27
H -5.19 -3.00 -4.61
H 3.28 1.09 -2.83
H 4.68 -2.07 -3.68
H 0.75 1.38 -0.66
H 0.94 2.84 0.91
H -3.49 2.30 5.50
H -2.07 -7.95 2.95
H 0.11 2.98 4.21
H 1.67 3.76 -0.24
H 0.17 -1.54 -0.68
H 0.65 5.82 -8.15
H 1.22 -6.09 3.53
H 1.93 -0.96 0.93
H 1.82 -1.60 -3.50
H 4.54 -1.12 -2.13
H -1.32 -7.05 4.29
H 0.04 -8.37 1.90
H -0.31 -0.82 2.11
H -0.52 6.40 -5.40
H -4.93 -1.42 -2.84
H -0.76 3.42 -7.76
H 1.80 0.59 1.89
H -1.58 5.34 -8.99
H -1.62 4.26 5.31
H 0.55 -8.43 3.60
H -0.22 7.27 -7.64
H -0.66 3.74 2.80
H -3.86 5.93 4.54
H -4.48 -5.20 -2.64
H -3.19 1.32 3.31
H -1.82 1.93 5.96
```

Calculated values
HOMO: -8.5 eV
Structure (SMILES): N[C@H](F)[C@H](CCCI)O[C@@H](CCC(F)(F)C(F)(F)C(F)(F)C(F)(F)S(F)(F)(F)(F)F)P(O)Br.C1CCOC1.C1CCOC1.C1CCOC1.C1CCOC1.C1CCOC1
Frontier orbital gap: 7.276 eV
Multiplicity: 1
Strongest force on any atom: 4.2 eV/A

Entry 8:
The following is a DFT calculation (ωB97M-V/def2-TZVPD) of C7H10N2 as an isolated structure at a distorted geometry.

XYZ file:
```
19
Properties=species:S:1:pos:R:3
N -2.04 -0.49 -1.27
N 0.85 0.49 1.98
C -0.63 0.68 0.45
C 0.51 -0.50 -1.16
C -0.03 -0.48 1.26
C 1.53 0.14 -0.26
C 0.87 -1.11 0.22
C 0.78 1.19 0.64
C -0.77 0.27 -1.01
H 0.21 1.13 2.46
H 0.73 -1.03 -2.10
H -2.15 -0.66 -2.25
H 2.62 0.22 -0.47
H -0.84 1.18 -1.69
H -1.40 1.25 1.03
H 1.03 2.24 0.52
H -1.95 -1.36 -0.75
H 1.34 -2.07 0.50
H -0.65 -1.10 1.87
```

Calculated values
HOMO: -8.9 eV
Frontier orbital gap: 9.985 eV
Multiplicity: 1
ΔE to the lowest compared entry with this formula, charge and spin: 2.678 eV
Strongest force on any atom: 2.5 eV/A